{"formula": "C18H38BN9O7P", "method": "wB97M-V/def2-TZVPD", "homo_lumo_gap_ev": 6.18, "charge": 1, "species": ["C", "B", "O", "C", "C", "N", "N", "N", "C", "P", "N", "O", "C", "N", "C", "O", "H", "H", "H", "H", "H", "H", "H", "H", "H", "H", "C", "C", "O", "N", "C", "H", "H", "H", "H", "H", "H", "H", "C", "C", "O", "N", "C", "H", "H", "H", "H", "H", "H", "H", "C", "C", "O", "N", "C", "H", "H", "H", "H", "H", "H", "H", "C", "C", "O", "N", "C", "H", "H", "H", "H", "H", "H", "H"], "positions_angstrom": [[-0.628637, -0.944619, 1.645672], [-0.548426, 0.529365, 1.124961], [-1.512681, 1.423212, 1.537452], [0.616416, 0.966637, 0.099404], [1.498105, 0.019394, -0.469255], [2.459389, 0.222786, -1.330242], [2.611640, 1.474387, -1.732500], [3.593967, 1.711197, -2.694211], [1.876448, 2.473361, -1.274771], [2.309559, 4.180650, -2.000997], [1.361803, 4.198252, -3.448317], [1.644589, 5.260238, -0.992912], [0.839254, 2.289628, -0.337550], [0.063025, 3.371199, 0.143451], [-0.981859, 3.558576, -0.492575], [-1.916994, 3.912337, -1.061148], [-0.203541, -0.964023, 2.652883], [-1.681501, -1.236350, 1.655228], [-0.115591, -1.615444, 0.956751], [-1.153281, 2.137853, 2.079568], [1.372072, -1.016042, -0.160609], [4.478198, 1.903461, -2.228413], [3.695638, 0.839634, -3.208823], [0.486198, 3.701363, -3.273315], [1.875715, 3.581615, -4.080252], [2.312492, 5.899608, -0.722384], [-5.209806, 3.353572, -2.266101], [-5.842221, 3.772752, -3.573145], [-6.406404, 2.974531, -4.300120], [-5.759696, 5.086533, -3.917797], [-5.134042, 6.172147, -3.186711], [-5.358712, 2.286070, -2.134581], [-4.139795, 3.558225, -2.277112], [-5.676002, 3.876486, -1.430063], [-6.201286, 5.297110, -4.798943], [-5.877720, 6.937520, -2.959228], [-4.350621, 6.622858, -3.798923], [-4.697227, 5.818851, -2.258634], [0.905946, -4.388953, -1.693726], [0.557631, -4.529082, -0.232614], [0.891353, -3.686366, 0.594983], [-0.140495, -5.622910, 0.147717], [-0.618504, -6.718650, -0.678386], [1.463947, -3.468362, -1.837314], [1.529116, -5.223241, -2.017218], [0.000424, -4.345376, -2.300281], [-0.337129, -5.650486, 1.136300], [-1.704280, -6.785141, -0.602091], [-0.188034, -7.656037, -0.324393], [-0.345401, -6.574885, -1.717818], [5.432822, -4.178200, -0.671354], [5.006100, -5.226226, -1.670984], [4.709303, -4.942812, -2.821983], [4.958628, -6.516898, -1.250844], [5.270193, -7.048714, 0.064359], [5.419330, -3.208870, -1.160400], [4.745177, -4.153164, 0.175493], [6.444528, -4.375853, -0.315725], [4.668032, -7.161227, -1.969309], [6.081113, -7.773614, -0.017595], [4.393374, -7.554531, 0.471523], [5.569765, -6.259920, 0.745498], [-2.412378, 0.997990, 6.344288], [-1.360432, 1.729042, 5.549029], [-0.496647, 1.132995, 4.918776], [-1.399111, 3.086679, 5.555068], [-2.340971, 3.957526, 6.238751], [-2.246944, -0.069711, 6.240580], [-2.346165, 1.260770, 7.400379], [-3.408850, 1.235560, 5.970477], [-0.666133, 3.512870, 5.010959], [-2.855098, 4.584671, 5.509205], [-1.802291, 4.603415, 6.932955], [-3.076385, 3.382784, 6.789957]], "forces_ev_per_a": [[-0.1010, 0.6367, -1.3810], [-0.5870, -0.6794, 0.7617], [0.6495, -0.1001, 0.1155], [0.5560, 1.5146, -0.4837], [-0.7430, -0.8051, 0.8042], [0.2838, 0.2069, -0.4072], [-0.5559, -0.5618, 1.0592], [-0.0031, -0.1448, -0.3399], [-0.7252, 2.5227, -0.2746], [1.9330, 0.3934, -0.9338], [-0.1593, -1.0269, 1.4780], [-0.7451, -0.5147, -0.1534], [0.2953, -2.1472, 0.6951], [-0.4664, -0.7766, -1.2284], [0.5936, 1.0972, 0.5619], [-0.1566, -0.3414, 0.0734], [-0.0630, -0.2003, 0.0073], [0.0488, -0.0247, 0.3837], [0.0896, -0.3883, 0.5644], [-0.2059, 0.2486, -0.2413], [0.2445, -0.0095, -0.1744], [-0.0677, 0.1357, 0.0676], [-0.0095, -0.0136, 0.0273], [-0.2479, 0.4171, -0.4053], [0.0668, 0.3768, -0.2680], [0.0473, 0.0159, -0.0310], [-0.0281, -0.0425, -0.0078], [-0.1224, -0.0793, -0.1433], [0.0561, -0.0259, 0.0440], [0.1144, -0.0869, 0.1767], [-0.2162, 0.0042, -0.3813], [-0.0685, 0.0012, -0.0874], [-0.0172, 0.0912, 0.1063], [0.1205, 0.0406, 0.0376], [-0.0118, 0.0197, 0.0039], [0.0904, 0.0531, 0.1174], [0.0643, 0.0591, 0.1266], [-0.0132, -0.0392, -0.0023], [-0.0141, 0.0170, 0.0485], [0.0194, 0.0409, 0.0824], [0.0629, 0.1456, -0.1181], [0.0941, 0.0992, -0.1618], [-0.0470, 0.0350, 0.3871], [0.0407, -0.0139, 0.0724], [-0.0556, 0.0127, -0.1369], [0.0455, -0.1272, -0.0704], [-0.0138, -0.0292, 0.0026], [-0.0011, -0.0650, -0.1227], [-0.0213, -0.0543, -0.1268], [0.0224, 0.0367, 0.0063], [-0.0173, 0.0230, -0.0034], [-0.0528, -0.0919, -0.2353], [-0.0595, 0.1366, 0.0829], [0.0063, 0.1936, 0.1881], [-0.1130, -0.2147, -0.3499], [-0.0194, -0.0418, -0.0804], [0.0880, -0.0238, 0.0686], [-0.0424, -0.0020, 0.1099], [0.0394, -0.0227, -0.0039], [0.0328, 0.0231, 0.1438], [0.0549, 0.0209, 0.1403], [-0.0060, 0.0308, -0.0248], [0.0389, -0.0592, -0.0148], [0.1004, -0.0748, -0.0154], [-0.0268, 0.0927, -0.2060], [-0.1766, -0.1601, -0.0060], [0.3344, 0.1261, -0.2222], [0.0647, 0.0180, -0.0455], [-0.1108, 0.0351, -0.0040], [-0.0286, 0.0385, 0.1061], [0.0412, 0.0406, 0.0772], [-0.1142, 0.0140, 0.0955], [-0.1217, 0.0125, 0.0806], [0.0159, -0.0387, -0.0120]]}

***

{"formula": "C35H44Cl2NOP3W", "method": "wB97M-V/def2-TZVPD", "homo_lumo_gap_ev": [6.99, 6.71], "s_squared": 2.05, "charge": 2, "multiplicity": 3, "species": ["P", "C", "C", "H", "C", "H", "C", "H", "C", "H", "C", "H", "C", "C", "H", "C", "H", "C", "H", "C", "H", "C", "H", "C", "C", "H", "C", "H", "C", "H", "C", "H", "C", "H", "W", "C", "C", "H", "C", "O", "H", "C", "H", "C", "Cl", "Cl", "P", "C", "H", "H", "H", "C", "H", "H", "H", "C", "H", "H", "H", "P", "C", "C", "H", "H", "H", "H", "H", "H", "C", "H", "H", "H", "H", "N", "C", "C", "C", "C", "C", "C", "H", "H", "H", "H", "H", "H", "H"], "positions_angstrom": [[1.287530, 1.139273, -2.141143], [2.932939, 1.277311, -3.018829], [3.321582, 0.670879, -4.231335], [2.681059, -0.061645, -4.711845], [4.541361, 0.956111, -4.871169], [4.820945, 0.479197, -5.818217], [5.439400, 1.867263, -4.317065], [6.384979, 2.127927, -4.804602], [5.107687, 2.464257, -3.088523], [5.820341, 3.164631, -2.631163], [3.879358, 2.171102, -2.468708], [3.632776, 2.650291, -1.513320], [0.605527, -0.142033, -3.278367], [0.922703, -1.468620, -2.964074], [1.469249, -1.661828, -2.031956], [0.577563, -2.547580, -3.803376], [0.843210, -3.567509, -3.530217], [-0.106785, -2.294694, -5.007749], [-0.340588, -3.147434, -5.661830], [-0.452322, -0.994419, -5.322397], [-1.001076, -0.819097, -6.258659], [-0.105845, 0.072905, -4.480833], [-0.412365, 1.066204, -4.781128], [0.564818, 2.583824, -3.062152], [1.084948, 3.273138, -4.176167], [2.088954, 3.072970, -4.540863], [0.363491, 4.255820, -4.875192], [0.777042, 4.767582, -5.751887], [-0.930871, 4.604324, -4.476995], [-1.534186, 5.335753, -5.022151], [-1.461587, 3.975646, -3.340465], [-2.472619, 4.254425, -3.006103], [-0.724000, 2.996138, -2.656838], [-1.142421, 2.520798, -1.758240], [0.441317, -0.343273, 2.640680], [-1.490960, -1.114804, 2.380243], [-2.012168, -1.341833, 1.131686], [-2.080616, -1.379038, 3.305778], [-1.195015, -0.950572, -0.026803], [-1.977040, -0.074199, -0.835970], [-1.536725, 0.268712, -1.647088], [0.141398, -0.340831, 0.387605], [-0.959269, -1.868758, -0.616487], [0.957242, 0.722598, -0.260381], [0.000310, -0.759987, 4.974938], [2.522158, 0.695869, 3.008037], [1.633013, -2.438111, 2.712810], [2.455738, -2.790894, 4.287210], [1.710076, -2.973710, 5.073201], [3.080911, -1.938814, 4.582913], [3.087630, -3.681940, 4.154756], [0.504938, -3.824529, 2.427635], [-0.033978, -3.690694, 1.479972], [-0.229530, -3.866734, 3.243300], [1.076571, -4.765533, 2.390786], [2.947725, -2.576545, 1.472568], [3.669052, -1.760728, 1.618188], [2.526680, -2.513622, 0.459250], [3.446323, -3.550611, 1.609135], [-3.669887, -2.087182, 1.005242], [-4.092626, -2.908254, 2.546479], [-3.603705, -3.284574, -0.335995], [-4.118584, -2.181788, 3.371921], [-3.359329, -3.697150, 2.774117], [-5.087725, -3.370611, 2.448710], [-3.141029, -2.815076, -1.218645], [-4.627025, -3.602342, -0.582032], [-3.020095, -4.163937, -0.021607], [-4.827140, -0.765126, 0.637142], [-5.113041, -0.269254, 1.574835], [-5.717710, -1.182734, 0.148268], [-4.319675, -0.058783, -0.034429], [2.262402, 1.121613, -0.328914], [-0.570999, 1.600903, 2.922099], [-0.833458, 2.074293, 4.267134], [0.131651, 2.567338, 5.055592], [-0.089057, 2.794953, 6.391494], [-1.372310, 2.518144, 6.934720], [-2.385395, 2.008420, 6.104076], [-2.134912, 1.776429, 4.723298], [0.070845, 2.238381, 2.443128], [-1.399940, 1.631971, 2.353834], [1.128378, 2.753496, 4.617076], [0.656134, 3.228943, 7.062201], [-1.601903, 2.711684, 8.000933], [-3.415985, 1.811723, 6.504178], [-2.896447, 1.364203, 4.084780]], "forces_ev_per_a": [[-1.9913, -0.4702, -4.2552], [2.1726, 0.2987, 1.1875], [-0.3568, -0.6272, -0.1030], [-0.0207, 0.0979, 0.0853], [-0.0441, 0.2890, 0.1996], [-0.4512, 0.0592, 0.4460], [-0.3966, 0.2342, 0.7176], [-0.4327, -0.2409, 0.1584], [-0.2153, -0.0823, -0.1224], [-0.5243, -0.3434, -0.1102], [0.0556, 0.0909, 0.2869], [0.2683, 0.0260, -0.3220], [-0.6778, -0.9793, -0.1438], [-0.0081, -0.7721, 0.0603], [-0.1534, -0.0906, -0.3587], [-0.0814, 0.8030, -0.0222], [0.0048, 0.2674, -0.0346], [0.5290, -0.7792, 0.7956], [0.0081, 0.6066, 0.2531], [-0.1431, 0.3608, -0.2633], [0.2980, 0.1573, 0.5427], [-0.0472, -0.0792, 0.2330], [0.0987, 0.0359, 0.0641], [-1.5343, 1.5546, 0.8644], [0.7000, -0.0241, -0.1784], [-0.1450, -0.1047, 0.1271], [-0.5011, -0.0847, 0.2076], [0.1268, -0.4251, 0.4543], [0.1006, -0.5800, 0.5624], [0.3717, -0.2209, 0.1962], [-0.0817, -0.1124, -0.0506], [0.6133, -0.2518, -0.0538], [-0.0569, -0.1154, 0.2359], [-0.0583, 0.3192, -0.3330], [0.5706, 0.4029, 0.7853], [-1.5001, -0.8922, -0.4571], [-0.4534, -0.0586, 2.8808], [0.5129, 0.1621, -1.1770], [1.0045, 0.4419, -2.6396], [-0.3409, 0.4113, -0.5435], [-0.0572, -0.7666, 0.7754], [2.6916, 3.5980, 0.6856], [0.1532, 0.3228, 0.0920], [2.5351, -1.3052, -2.2720], [0.0705, -0.1655, -0.9221], [-0.0188, 0.1587, -0.3881], [0.3402, -0.5912, -0.0025], [0.1461, -0.2862, 0.1218], [0.2599, 0.0801, -0.2909], [-0.1731, -0.1987, -0.1022], [-0.1486, 0.2376, 0.1222], [0.1072, -0.5667, -0.0995], [0.1882, -0.0108, 0.2064], [0.2272, 0.0103, -0.1625], [-0.2997, 0.2032, 0.0449], [0.1415, -0.3456, -0.0803], [-0.1933, -0.2539, -0.0366], [0.1293, -0.0117, 0.2758], [-0.0488, 0.3813, -0.1885], [1.2269, 0.5347, -0.3626], [-0.1084, -0.1395, 0.1536], [-0.2585, -0.1149, -0.0827], [-0.0259, -0.2499, -0.2847], [-0.2127, 0.3059, -0.1054], [0.2874, 0.1856, -0.0068], [-0.2085, -0.1707, 0.2876], [0.3161, 0.0135, -0.0275], [-0.1578, 0.3298, -0.1220], [-0.2668, -0.1260, -0.1269], [0.0747, -0.0740, -0.2906], [0.1299, 0.2147, 0.1679], [-0.2049, -0.2107, 0.1926], [-3.6010, -1.6781, 2.8306], [1.1020, 1.3265, -0.6826], [-3.3011, -1.5587, -0.9585], [2.5309, 0.8102, 0.0733], [-1.6678, 0.1948, 1.5519], [0.2023, -0.0121, -0.2794], [-0.5656, -0.0434, -0.6832], [1.1743, 0.9052, 2.1646], [0.0019, 0.1355, 0.1797], [-0.5823, -0.0002, -0.0285], [-0.5505, -0.0953, 0.3388], [-0.0590, -0.2430, -0.4579], [0.3183, -0.1511, -0.8386], [1.2400, 0.2060, -0.3446], [-0.1039, -0.0696, -0.2129]]}

***

{"formula": "C18H20IrN7O7S", "method": "wB97M-V/def2-TZVPD", "e_above_lowest_kj_mol": 107.79, "homo_lumo_gap_ev": [6.14, 5.93], "s_squared": 6.03, "multiplicity": 5, "species": ["Ir", "C", "C", "N", "N", "C", "S", "N", "N", "H", "H", "H", "H", "H", "H", "O", "C", "C", "O", "C", "C", "O", "C", "O", "O", "C", "N", "C", "C", "C", "O", "N", "C", "O", "H", "H", "H", "H", "H", "C", "C", "C", "C", "C", "N", "H", "H", "H", "H", "H", "H", "H", "H", "H"], "positions_angstrom": [[0.153155, 0.817772, -0.032977], [5.337202, 1.219483, 0.700948], [4.246828, 1.123660, 1.703076], [4.381532, 1.117658, 2.981289], [3.090227, 1.029367, 3.454986], [2.137640, 0.979620, 2.509247], [0.493025, 0.867344, 2.646669], [2.901109, 1.030794, 1.367438], [2.350158, 1.029387, 0.087917], [6.290417, 1.257506, 1.220332], [5.229651, 2.120588, 0.094514], [5.336138, 0.357526, 0.031051], [2.913579, 1.030692, 4.443140], [2.801784, 0.337697, -0.499100], [2.426948, 1.952959, -0.332328], [0.149583, 5.686645, -4.032168], [0.200405, 4.703826, -3.379971], [0.123802, 4.706131, -1.693861], [-0.022106, 5.732452, -1.104448], [0.256197, 3.351160, -1.323315], [0.468907, 2.485988, -2.524551], [0.769297, 1.309727, -2.438263], [0.393792, 3.262525, -3.785866], [0.473178, 2.882218, -4.946678], [0.231110, 2.882029, -0.124656], [-4.683611, -0.845087, 1.659280], [-3.992514, 0.014021, 0.707322], [-4.675676, 0.843513, -0.139174], [-4.042208, 1.620195, -1.018604], [-2.590733, 1.583102, -1.093284], [-1.988838, 2.256067, -1.926227], [-1.923668, 0.768329, -0.187911], [-2.595504, -0.017128, 0.728704], [-2.055769, -0.751369, 1.546647], [-5.754527, -0.738550, 1.503344], [-4.431135, -0.570824, 2.681296], [-4.395125, -1.883527, 1.513645], [-5.753845, 0.826685, -0.045043], [-4.571099, 2.279892, -1.688594], [1.281692, -4.284504, 0.752477], [0.050553, -3.726063, 0.029249], [-1.226366, -4.024483, 0.829545], [-0.051613, -4.303039, -1.389367], [0.179782, -2.256091, -0.061522], [0.193060, -1.114313, -0.072664], [1.179311, -5.367086, 0.846696], [1.375223, -3.855742, 1.751985], [2.195161, -4.072556, 0.192604], [-1.341369, -5.105747, 0.927975], [-2.103687, -3.619599, 0.322325], [-1.177561, -3.575602, 1.822586], [-0.177647, -5.385555, -1.328289], [0.850101, -4.088615, -1.966093], [-0.905968, -3.881098, -1.921325]], "forces_ev_per_a": [[0.2053, 0.4636, 0.2769], [-0.0766, -0.0040, -0.0115], [-0.1926, 0.0123, -0.2525], [-0.3326, -0.0261, 0.1574], [0.2176, 0.0226, 0.3052], [0.1609, 0.0110, -0.0303], [-0.0860, -0.0714, -0.0338], [0.2192, -0.0082, -0.2357], [-0.6283, 0.0541, -0.1774], [-0.0118, 0.0006, 0.0223], [0.0043, -0.0087, 0.0091], [0.0068, 0.0045, 0.0172], [0.0187, -0.0017, 0.0419], [0.0485, -0.0535, -0.0337], [0.1673, 0.0536, -0.0367], [-0.0617, 0.3483, -0.0557], [0.0917, -0.4883, -0.3359], [0.0274, -0.2851, 0.3643], [-0.0772, 0.4094, 0.0596], [0.1880, -0.2226, -0.2966], [-0.0270, 0.6034, -0.0804], [0.2077, -0.3573, -0.1686], [-0.1257, 0.0949, 0.6362], [0.0758, -0.0272, -0.2328], [-0.0579, 0.2589, -0.1153], [0.0361, 0.1095, -0.0751], [0.0014, 0.0260, -0.0133], [-0.0699, -0.1428, 0.1596], [0.0400, 0.0296, -0.0592], [0.0689, -0.0026, 0.0345], [-0.0303, -0.1111, 0.0401], [0.0070, -0.1354, 0.3337], [-0.1656, 0.1231, -0.2536], [0.1136, 0.0840, -0.0546], [-0.0063, 0.0042, 0.0015], [0.0088, 0.0284, 0.0280], [0.0065, -0.0347, -0.0269], [0.0166, -0.0244, 0.0091], [0.0393, -0.0299, 0.0068], [0.0466, 0.0430, 0.0167], [-0.0145, 0.0626, -0.0636], [-0.0217, 0.0869, 0.0264], [0.0129, 0.0734, -0.0251], [-0.1038, -0.5022, 0.0474], [0.0491, -0.4186, 0.0717], [-0.0003, 0.0351, -0.0056], [-0.0097, -0.0308, -0.0441], [-0.0400, -0.0187, 0.0308], [0.0263, 0.0240, -0.0211], [0.0450, -0.0220, 0.0338], [-0.0183, -0.0121, -0.0548], [0.0068, 0.0367, 0.0086], [-0.0381, -0.0266, 0.0233], [0.0317, -0.0376, 0.0322]]}

***

| no. | electronic energy (eV) |
| --- | --- |
| 1 | -56986.238 |
| 2 | -95267.804 |
| 3 | -57424.318 |